Entry from OMol25: a cluster of 2 separate species, CH7IN3 in total at a distorted geometry (ωB97M-V/def2-TZVPD).

Each line ends with the Löwdin charge.
Geometry (Å):
N 0.51094 0.73213 -0.62749  -0.0999
C -0.78279 -0.78211 -0.60350  -0.7100
H 0.26160 -2.58166 -0.15504  0.1321
H 0.20087 1.88004 1.06505  0.1294
H -0.59943 -1.99614 1.04383  0.0674
H 1.39568 0.64813 1.10545  0.1676
H 1.63687 2.17376 0.28427  0.2067
H 0.02347 1.39649 -1.23099  0.0586
H -0.55892 -1.03282 -1.61649  0.0768
N 0.94182 1.40979 0.58458  0.0940
I -2.67481 -0.03062 0.03836  0.8785
N -0.35530 -1.81698 0.11196  -0.0012

Computed properties:
Charge: +1
DFT total energy, eV: -13712.0283

***

Entry from OMol25: a cluster of 2 separate species, C4H9NO in total (ωB97M-V/def2-TZVPD).

Each line ends with the Löwdin charge.
Geometry (Å):
H -2.61793 -0.33485 1.81130  0.0821
H -2.02232 1.58374 0.20857  0.1176
H -1.03131 0.36329 2.08529  0.0731
H 1.75060 -1.35057 -1.67463  0.0753
H 1.68160 -0.10525 1.62112  0.0435
H -1.17463 -1.19609 1.22626  0.0804
H 0.42541 -0.22486 -2.04107  0.0558
C -1.75810 0.51364 0.08884  -0.3352
C 1.47355 0.21331 -0.26941  -0.3411
N 1.68096 -0.54895 0.70496  0.0834
O -1.62438 0.03616 -1.00409  0.0341
C -1.62320 -0.21754 1.38303  -0.0641
C 1.44470 -0.31107 -1.65819  -0.0914
H 2.10011 0.28092 -2.29724  0.0736
H 1.29493 1.29812 -0.18475  0.1129

Computed properties:
DFT total energy, eV: -7830.5397

***

Entry from OMol25: the molecule C10H9BrN4OS at a distorted geometry (ωB97M-V/def2-TZVPD).

Each line ends with the Löwdin charge.
Geometry (Å):
H 2.81863 1.27530 -0.49379  0.1237
S 2.69594 -2.12526 1.01520  0.9933
C 4.05758 -0.77138 2.82821  -0.1932
H -3.35781 -0.42913 1.53166  0.0911
C 3.45531 -1.97977 2.57846  -1.0527
H 2.89811 -0.18211 -1.43728  0.1215
H -4.85042 0.87587 -1.45234  0.1258
H 4.14576 1.16411 1.73230  0.0984
Br 3.44461 -3.41061 3.81599  0.6820
H -3.47134 -1.83951 0.42575  0.0788
C -2.95887 1.48139 -2.48313  -0.4759
C -3.06655 0.04890 -0.56086  -0.3021
C 3.05129 -0.43495 0.72154  -0.5351
H -4.82646 -0.69740 0.49961  0.0715
C -3.76244 0.79885 -1.47887  0.0680
N 1.03787 0.04972 -0.52627  0.0648
C -0.98169 0.73370 -1.39590  -0.3319
H 4.61752 -0.51700 3.73290  0.1066
N -1.60091 1.51196 -2.37571  0.2000
N 0.40276 0.81272 -1.35326  0.0880
O -3.52336 2.13389 -3.36224  0.0234
N -1.70232 0.06516 -0.54019  0.1582
H -1.07852 1.83630 -3.16684  0.1544
C 2.48906 0.22618 -0.51061  -0.2218
C -3.73617 -0.78268 0.54289  -0.0311
C 3.80241 0.15576 1.71279  -0.1054

Computed properties:
DFT total energy, eV: -99399.7476

***

Entry from OMol25: a cluster of 2 separate species, C3H11NS in total at a distorted geometry (ωB97M-V/def2-TZVPD).

Each line ends with the Löwdin charge.
Geometry (Å):
C -2.16900 -1.51812 -0.30608  -0.2426
H -2.27371 -0.66525 0.28684  0.0287
C 2.69617 0.77383 0.79044  -0.3888
N -1.37197 -1.22747 -1.43481  -0.1214
H 0.60107 2.61486 0.84251  0.0314
H -0.88288 1.67404 0.61414  0.0337
H 0.46939 1.20566 -0.48482  0.0093
H -1.41119 -2.12494 0.27367  0.0851
H -0.52656 -1.69041 -1.84550  0.0850
H 3.25849 -0.00595 1.25907  0.0070
H -3.07425 -2.20205 -0.42947  0.0929
H 2.52886 0.39100 -0.21913  0.0267
C 0.22458 1.63734 0.47758  -0.4052
S 1.07111 0.45254 1.66595  0.6594
H -2.07715 -1.09868 -2.23634  0.0887
H 2.93704 1.78359 0.74597  0.0101

Computed properties:
DFT total energy, eV: -15612.8824

***

Q: Which of these has the lowest DFT total energy?
A: C10H9BrN4OS

***

Q: Number 4 is which compound?
A: C3H11NS

***

Q: DFT total energy of number 3 (C10H9BrN4OS)?
A: -99399.7476 eV

***

Q: Number 2 is which compound?
A: C4H9NO